A 10-piece molecular cluster, C14H27Cl18F2O5PSi overall in a non-equilibrium geometry, computed with ωB97M-V/def2-TZVPD.

DFT total energy = -10039.9369 hartree
Highest occupied orbital energy = -10.15 eV
Kohn-Sham gap = 0.379 hartree
Structure (SMILES) = O=C(F)C[Si@](F)(C[C@@H]1CO1)P(=O)(O)O.ClCCl.ClCCl.ClCCl.ClCCl.ClCCl.ClCCl.ClCCl.ClCCl.ClCCl
Spin multiplicity = 1
LUMO = 0.156 eV

Last column: Mulliken charge in e.
CARTESIAN COORDINATES (ANGSTROEM)
O (2.293, 5.747, -3.116)  -0.46
C (3.072, 5.069, -2.586)  0.30
F (3.986, 4.396, -3.328)  -0.26
C (3.046, 4.992, -1.048)  -0.29
Si (3.449, 3.264, -0.356)  -0.10
F (5.096, 3.080, -0.551)  -0.22
C (2.641, 1.857, -1.308)  -0.69
C (0.973, 2.030, -1.249)  0.23
C (0.209, 1.082, -2.258)  -0.77
O (0.381, 2.585, -2.430)  -0.41
P (2.924, 3.332, 1.790)  0.90
O (3.670, 4.487, 2.338)  -0.64
O (3.245, 1.949, 2.596)  -0.41
O (1.294, 3.676, 1.838)  -0.39
H (3.832, 5.667, -0.628)  0.42
H (2.075, 5.317, -0.623)  0.35
H (2.868, 1.854, -2.392)  0.43
H (2.753, 0.860, -0.831)  0.47
H (0.466, 2.225, -0.210)  0.33
H (0.816, 0.589, -3.036)  0.27
H (-0.884, 0.987, -2.193)  0.36
H (3.149, 2.133, 3.551)  0.32
H (1.031, 4.081, 0.994)  0.26
Cl (0.599, 0.446, 1.425)  0.00
C (0.090, 0.434, 3.118)  -0.32
Cl (-1.095, 1.697, 3.452)  -0.14
H (-0.356, -0.533, 3.340)  0.21
H (0.961, 0.594, 3.746)  0.30
Cl (-3.096, 0.309, 1.051)  -0.11
C (-3.824, -0.807, 2.212)  0.30
Cl (-3.497, -0.328, 3.888)  -0.18
H (-4.898, -0.817, 2.055)  0.22
H (-3.417, -1.800, 2.049)  -0.21
Cl (0.191, -3.431, -1.624)  -0.19
C (-0.238, -3.467, 0.092)  -0.07
Cl (-1.452, -2.240, 0.475)  0.05
H (-0.635, -4.445, 0.334)  -0.10
H (0.654, -3.273, 0.681)  0.23
Cl (-6.888, -0.082, 0.001)  -0.18
C (-6.103, -0.704, -1.458)  0.21
Cl (-4.462, -1.263, -1.117)  -0.05
H (-6.685, -1.536, -1.841)  -0.26
H (-6.057, 0.089, -2.198)  0.29
Cl (-8.589, -2.507, -3.389)  -0.15
C (-8.712, -4.120, -2.676)  -0.25
Cl (-7.376, -4.433, -1.561)  -0.13
H (-9.649, -4.192, -2.132)  0.26
H (-8.687, -4.858, -3.471)  0.27
Cl (-2.372, -5.071, 2.128)  -0.05
C (-1.846, -6.750, 1.961)  -0.42
Cl (-0.084, -6.870, 2.019)  -0.12
H (-2.268, -7.333, 2.774)  0.31
H (-2.194, -7.138, 1.009)  0.30
Cl (1.031, -3.741, 3.985)  -0.04
C (2.113, -4.841, 4.853)  -0.39
Cl (1.308, -6.365, 5.242)  -0.14
H (2.976, -5.049, 4.229)  0.27
H (2.429, -4.365, 5.776)  0.31
Cl (-0.542, 5.614, -6.539)  -0.18
C (0.452, 4.466, -5.632)  0.06
Cl (-0.424, 2.964, -5.314)  -0.15
H (1.341, 4.237, -6.212)  0.27
H (0.734, 4.915, -4.686)  -0.01
Cl (8.102, -0.471, 0.077)  -0.17
C (7.629, 1.181, 0.501)  0.18
Cl (7.245, 1.321, 2.221)  -0.16
H (8.450, 1.852, 0.270)  0.28
H (6.753, 1.455, -0.076)  -0.14



An isolated ion of composition C4H4NO and charge +1 in a non-equilibrium geometry, computed with ωB97M-V/def2-TZVPD.

DFT total energy = -284.3908 hartree
ΔE to the lowest compared entry with this formula, charge and spin = 40.97 kcal/mol
Highest occupied orbital energy = -15.60 eV
Kohn-Sham gap = 0.322 hartree
Charge = +1
Spin multiplicity = 1
LUMO = -6.829 eV

Last column: Mulliken charge in e.
CARTESIAN COORDINATES (ANGSTROEM)
C (-0.923, -0.092, 0.087)  0.28
C (2.458, -0.046, -0.019)  0.57
C (-1.912, -0.923, 0.032)  -0.50
C (0.174, 0.840, -0.045)  -0.14
N (1.499, 0.649, 0.130)  -0.19
O (3.495, -0.551, -0.013)  -0.30
H (-1.851, -1.673, -0.824)  0.27
H (-2.599, -1.152, 0.727)  0.36
H (0.031, 1.632, -0.904)  0.42
H (-0.372, 1.317, 0.828)  0.22



A 6-piece molecular cluster, C5H20O5 overall in a non-equilibrium geometry, computed with ωB97M-V/def2-TZVPD.

DFT total energy = -578.6563 hartree
ΔE to the lowest compared entry with this formula, charge and spin = 6.52 kcal/mol
Highest occupied orbital energy = -9.40 eV
Kohn-Sham gap = 0.354 hartree
Structure (SMILES) = C/C=C/CC.O.O.O.O.O
Spin multiplicity = 1
LUMO = 0.218 eV

Last column: Mulliken charge in e.
CARTESIAN COORDINATES (ANGSTROEM)
C (-1.310, -1.223, -1.561)  -0.95
C (-1.489, 0.116, -0.894)  -0.17
C (-0.560, 0.632, -0.099)  0.13
C (-0.842, 1.967, 0.565)  -0.71
C (0.429, 2.559, 1.231)  -1.21
H (-0.273, -1.393, -1.777)  0.11
H (-1.857, -1.285, -2.494)  0.39
H (-1.736, -2.032, -0.939)  0.14
H (-2.354, 0.709, -1.185)  0.40
H (0.386, 0.180, 0.206)  0.24
H (-1.390, 2.772, 0.045)  0.35
H (-1.554, 1.755, 1.380)  0.36
H (0.952, 3.124, 0.477)  0.34
H (0.968, 1.747, 1.732)  0.28
H (0.161, 3.243, 2.039)  0.36
O (-0.271, -1.555, 1.719)  -0.64
H (-0.846, -1.992, 1.087)  0.29
H (-0.317, -2.149, 2.480)  0.30
O (2.878, -0.531, -2.052)  -0.64
H (3.512, -0.601, -1.330)  0.30
H (2.152, -1.099, -1.791)  0.34
O (2.135, -1.796, 0.180)  -0.62
H (1.240, -1.714, 0.577)  0.36
H (2.598, -2.439, 0.715)  0.25
O (-2.803, -2.072, 1.908)  -0.66
H (-3.003, -2.136, 0.976)  0.31
H (-2.663, -1.178, 2.218)  0.35
O (2.124, 2.498, -1.834)  -0.68
H (1.251, 2.259, -1.489)  0.32
H (2.483, 1.634, -2.091)  0.37



One molecule with the formula C5H9NO, computed with ωB97M-V/def2-TZVPD.

DFT total energy = -325.7790 hartree
ΔE to the lowest compared entry with this formula, charge and spin = 99.49 kcal/mol
Highest occupied orbital energy = -9.40 eV
Kohn-Sham gap = 0.378 hartree
Structure (SMILES) = C[C@H]1CC/C1=N\O
Spin multiplicity = 1
LUMO = 0.887 eV

Last column: Mulliken charge in e.
CARTESIAN COORDINATES (ANGSTROEM)
C (-0.964, -1.171, 0.178)  -1.07
C (-0.577, -0.158, -0.943)  0.33
C (-0.819, 1.299, -0.500)  -0.72
C (0.521, 1.247, 0.288)  -0.18
C (0.853, -0.027, -0.485)  -0.12
N (1.687, -0.982, -0.433)  -0.56
O (2.404, -0.902, 0.795)  -0.33
H (-1.910, -0.943, 0.666)  0.37
H (-0.220, -1.192, 1.008)  0.14
H (-0.936, -2.181, -0.235)  0.32
H (-0.865, -0.477, -1.951)  0.41
H (-0.770, 2.007, -1.334)  0.27
H (-1.736, 1.481, 0.068)  0.29
H (0.415, 1.141, 1.373)  0.19
H (1.220, 2.061, 0.094)  0.32
H (1.699, -1.204, 1.409)  0.34



An isolated ion of composition C10H21N2O and charge +1 in a non-equilibrium geometry, computed with ωB97M-V/def2-TZVPD.

DFT total energy = -578.0529 hartree
ΔE to the lowest compared entry with this formula, charge and spin = 4.66 kcal/mol
Highest occupied orbital energy = -13.37 eV
Kohn-Sham gap = 0.396 hartree
Charge = +1
Structure (SMILES) = C[C@H]1C[C@]2(C)CCC[N@+](C)(N1)[C@@H]2O
Spin multiplicity = 1
LUMO = -2.604 eV

Last column: Mulliken charge in e.
CARTESIAN COORDINATES (ANGSTROEM)
C (-1.724, -2.660, 0.150)  -1.37
C (-0.816, -1.453, 0.434)  0.57
C (0.518, -1.557, -0.370)  -1.53
C (1.262, -0.237, -0.229)  1.86
C (2.623, -0.349, -1.019)  -2.46
C (1.546, 0.247, 1.177)  -0.90
C (0.444, 0.858, 2.092)  -1.15
C (-0.563, 1.671, 1.214)  -0.32
N (-0.922, 1.019, -0.064)  0.58
C (-1.779, 1.884, -0.807)  -0.92
N (-1.572, -0.242, 0.083)  -0.71
C (0.414, 0.862, -0.962)  -0.66
O (-0.064, 0.554, -2.271)  -0.59
H (-2.592, -2.453, -0.456)  0.37
H (-2.230, -3.030, 1.075)  0.34
H (-1.320, -3.587, -0.268)  0.38
H (-0.503, -1.554, 1.527)  0.02
H (1.226, -2.282, 0.156)  0.44
H (0.227, -1.702, -1.433)  0.42
H (3.356, -0.743, -0.456)  0.61
H (2.873, 0.574, -1.358)  0.53
H (2.503, -1.026, -1.743)  0.61
H (2.355, 1.029, 1.144)  0.42
H (1.988, -0.696, 1.678)  0.33
H (-0.049, 0.174, 2.692)  0.42
H (0.926, 1.553, 2.694)  0.49
H (-1.404, 1.832, 1.940)  0.28
H (-0.241, 2.653, 0.923)  0.44
H (-1.605, 1.721, -1.883)  0.36
H (-2.747, 1.656, -0.413)  0.44
H (-1.474, 2.912, -0.565)  0.34
H (-2.166, -0.367, -0.681)  0.33
H (1.098, 1.750, -0.975)  0.60
H (0.411, 0.990, -3.025)  0.42



C2H6NO3 as an isolated structure in a non-equilibrium geometry, computed with ωB97M-V/def2-TZVPD.

DFT total energy = -360.2999 hartree
ΔE to the lowest compared entry with this formula, charge and spin = 44.75 kcal/mol
Highest occupied orbital energy = -4.25 eV
Kohn-Sham gap = 0.304 hartree
Charge = -1
Spin multiplicity = 1
LUMO = 4.024 eV

Last column: Mulliken charge in e.
CARTESIAN COORDINATES (ANGSTROEM)
O (1.456, -0.929, 0.523)  -0.72
C (0.418, -1.170, -0.118)  -0.06
N (-0.837, -0.890, 0.189)  -0.41
C (-2.010, 0.101, -0.866)  -0.04
O (-3.109, -0.377, -1.183)  -0.66
H (0.467, -1.589, -1.127)  0.39
H (-0.828, -0.521, 1.137)  0.21
H (-1.209, 0.283, -1.619)  0.16
H (-2.002, 0.917, -0.103)  0.14
H (3.023, 1.719, 0.507)  0.29
H (2.075, 0.814, 1.310)  0.39
O (2.556, 1.642, 1.351)  -0.67



C32H50BN7ORuS as an isolated structure, computed with ωB97M-V/def2-TZVPD.

DFT total energy = -2225.9233 hartree
ΔE to the lowest compared entry with this formula, charge and spin = 0.00 kcal/mol
Highest occupied orbital energy = -7.02 eV
Kohn-Sham gap = 0.280 hartree
Spin multiplicity = 1
LUMO = 0.614 eV

Last column: Mulliken charge in e.
CARTESIAN COORDINATES (ANGSTROEM)
Ru (-1.071, 1.172, -0.197)  0.13
C (-0.319, 3.067, 4.352)  -1.38
C (-1.445, 2.392, 3.558)  0.69
C (-1.932, 3.333, 2.471)  -1.26
C (-0.969, 1.033, 3.108)  -0.71
C (-0.699, -0.002, 4.017)  -0.88
C (-0.250, -1.064, 3.271)  -0.10
C (0.163, -2.404, 3.822)  0.14
C (1.664, -2.685, 3.695)  -1.39
C (-0.694, -3.551, 3.281)  -1.34
N (-0.247, -0.682, 1.974)  0.63
N (-0.707, 0.612, 1.873)  0.11
B (0.294, -1.464, 0.729)  1.04
N (-0.871, -1.763, -0.248)  0.90
N (-1.789, -0.770, -0.244)  0.69
C (-2.911, -1.241, -0.780)  -0.12
C (-2.697, -2.568, -1.167)  -1.50
C (-1.390, -2.870, -0.819)  0.13
C (-0.683, -4.136, -1.239)  0.42
C (0.631, -4.487, -0.553)  -1.49
C (-0.448, -4.061, -2.757)  -1.58
C (-4.183, -0.454, -0.919)  0.25
C (-4.420, -0.091, -2.389)  -1.22
C (-4.212, 0.790, -0.042)  -1.12
N (1.311, -0.554, 0.043)  0.65
N (0.885, 0.688, -0.276)  0.74
C (1.944, 1.383, -0.693)  -0.45
C (3.077, 0.561, -0.640)  -0.59
C (2.636, -0.657, -0.161)  -0.07
C (3.447, -1.889, 0.118)  1.28
C (4.060, -2.432, -1.176)  -1.75
C (4.534, -1.591, 1.153)  -1.68
C (1.884, 2.832, -1.066)  1.65
C (2.724, 3.664, -0.094)  -1.59
C (2.369, 3.042, -2.502)  -1.46
H (-0.667, 4.007, 4.785)  0.42
H (0.521, 3.286, 3.689)  0.21
H (0.044, 2.432, 5.160)  0.41
H (-2.281, 2.206, 4.240)  0.40
H (-1.123, 3.600, 1.795)  0.08
H (-2.305, 4.253, 2.928)  0.47
H (-2.740, 2.897, 1.886)  0.08
H (-0.815, 0.022, 5.089)  0.55
H (-0.048, -2.322, 4.891)  0.41
H (1.961, -2.841, 2.660)  0.09
H (1.925, -3.582, 4.261)  0.48
H (2.247, -1.852, 4.092)  0.35
H (-0.576, -3.667, 2.204)  0.08
H (-1.751, -3.371, 3.483)  0.36
H (-0.411, -4.491, 3.759)  0.42
H (0.796, -2.469, 1.097)  -0.88
H (-3.408, -3.234, -1.632)  0.59
H (-1.391, -4.948, -1.050)  0.50
H (1.379, -3.712, -0.723)  0.22
H (1.013, -5.415, -0.981)  0.52
H (0.523, -4.633, 0.521)  0.19
H (0.202, -3.215, -2.992)  0.30
H (-1.383, -3.925, -3.299)  0.39
H (0.031, -4.975, -3.113)  0.46
H (-4.985, -1.118, -0.585)  0.45
H (-3.638, 0.592, -2.729)  0.04
H (-5.388, 0.400, -2.513)  0.43
H (-4.396, -0.976, -3.026)  0.40
H (-3.400, 1.473, -0.298)  -0.14
H (-4.136, 0.542, 1.018)  0.30
H (-5.134, 1.351, -0.207)  0.47
H (4.088, 0.826, -0.903)  0.62
H (2.789, -2.651, 0.534)  -0.36
H (4.828, -1.752, -1.551)  0.39
H (3.304, -2.544, -1.956)  0.34
H (4.521, -3.406, -1.003)  0.41
H (5.233, -0.843, 0.773)  0.33
H (5.097, -2.497, 1.388)  0.44
H (4.100, -1.208, 2.077)  0.35
H (0.846, 3.146, -0.975)  -0.84
H (3.778, 3.383, -0.156)  0.33
H (2.395, 3.516, 0.936)  0.30
H (2.642, 4.726, -0.333)  0.43
H (3.393, 2.678, -2.616)  0.35
H (2.357, 4.103, -2.762)  0.40
H (1.747, 2.504, -3.217)  0.25
O (-0.966, 1.184, -2.270)  -0.37
N (-0.971, 2.307, -2.971)  0.53
C (-0.666, 2.195, -4.285)  -0.47
C (-0.619, 3.294, -5.094)  -0.54
C (-0.908, 4.547, -4.546)  -0.44
C (-1.226, 4.636, -3.214)  -0.79
C (-1.259, 3.496, -2.393)  0.43
S (-1.662, 3.520, -0.721)  -0.66
H (-0.479, 1.183, -4.609)  0.44
H (-0.354, 3.171, -6.134)  0.44
H (-0.891, 5.435, -5.163)  0.39
H (-1.468, 5.580, -2.747)  0.46



One molecule with the formula C4H7P in a non-equilibrium geometry, computed with ωB97M-V/def2-TZVPD.

DFT total energy = -497.7537 hartree
ΔE to the lowest compared entry with this formula, charge and spin = 108.54 kcal/mol
Highest occupied orbital energy (alpha / beta) = -7.90 / -8.71 eV
Kohn-Sham gap (alpha / beta) = 0.295 / 0.302 hartree
Structure (SMILES) = C=PC1CC1
Spin multiplicity = 1
LUMO (alpha / beta) = 0.120 / -0.499 eV

Last column: Mulliken charge in e.
CARTESIAN COORDINATES (ANGSTROEM)
C (-2.717, -0.676, 0.273)  -0.79
P (-1.290, 0.840, -0.618)  0.03
C (0.191, -0.139, -0.282)  -0.18
C (1.621, 0.289, -0.790)  -0.61
C (1.249, 0.575, 0.620)  -0.45
H (-3.732, -0.193, 0.412)  0.29
H (-2.307, -1.409, 0.823)  0.38
H (0.173, -1.232, -0.429)  0.36
H (1.982, 0.926, -1.551)  0.29
H (2.244, -0.594, -0.927)  0.20
H (1.634, -0.009, 1.420)  0.22
H (0.952, 1.623, 1.049)  0.25



- Which formula does entry 6 have?
  C2H6NO3



- DFT total energy of number 1 (C14H27Cl18F2O5PSi)?
  -10039.9369 hartree



Copy entry 4 word for word.
One molecule with the formula C5H9NO, computed with ωB97M-V/def2-TZVPD.

DFT total energy = -325.7790 hartree
ΔE to the lowest compared entry with this formula, charge and spin = 99.49 kcal/mol
Highest occupied orbital energy = -9.40 eV
Kohn-Sham gap = 0.378 hartree
Structure (SMILES) = C[C@H]1CC/C1=N\O
Spin multiplicity = 1
LUMO = 0.887 eV

Last column: Mulliken charge in e.
CARTESIAN COORDINATES (ANGSTROEM)
C (-0.964, -1.171, 0.178)  -1.07
C (-0.577, -0.158, -0.943)  0.33
C (-0.819, 1.299, -0.500)  -0.72
C (0.521, 1.247, 0.288)  -0.18
C (0.853, -0.027, -0.485)  -0.12
N (1.687, -0.982, -0.433)  -0.56
O (2.404, -0.902, 0.795)  -0.33
H (-1.910, -0.943, 0.666)  0.37
H (-0.220, -1.192, 1.008)  0.14
H (-0.936, -2.181, -0.235)  0.32
H (-0.865, -0.477, -1.951)  0.41
H (-0.770, 2.007, -1.334)  0.27
H (-1.736, 1.481, 0.068)  0.29
H (0.415, 1.141, 1.373)  0.19
H (1.220, 2.061, 0.094)  0.32
H (1.699, -1.204, 1.409)  0.34